#i
Density functional theory data (ωB97M-V/def2-TZVPD) for a 12-piece molecular cluster, C3H31N3O12 overall.

Results
**SMILES**: NCCNC(N)=O.O.O.O.O.O.O.O.O.O.O.O
**LUMO**: -0.0085 Eh

```
! RIJCOSX wB97M-V def2-TZVPD def2/J DEFGRID3
* xyz 0 1
N 2.2387 0.8539 -2.3558
C 1.7792 -0.4796 -1.9033
C 0.4966 -0.5426 -1.0960
N 0.7448 0.1790 0.1472
C -0.0802 0.2281 1.2088
N -0.8236 -0.8739 1.5554
O -0.1021 1.2250 1.9527
H 1.4825 1.4819 -2.6172
H 2.6688 1.3566 -1.5817
H 2.6055 -0.8041 -1.2646
H 1.7908 -1.0628 -2.8194
H -0.2659 -0.0220 -1.6760
H 0.0966 -1.5455 -0.9823
H 1.2796 1.0120 -0.0334
H -0.9501 -0.9685 2.5459
H -0.8133 -1.7532 1.0437
O 3.6389 -0.9245 1.5438
H 3.1835 -0.6071 0.7488
H 3.1468 -1.7588 1.6520
O -2.5156 2.2828 2.0450
H -2.7614 2.0262 2.9344
H -1.5618 2.4839 2.0411
O 1.7652 3.0853 2.7378
H 1.1024 2.3821 2.5981
H 1.6716 3.6909 1.9873
O -3.8794 -0.3517 0.6332
H -3.0495 -0.3449 1.1286
H -4.4416 0.3695 0.9296
O -2.0875 1.3372 -0.5396
H -2.8499 1.3934 -1.1235
H -2.3509 1.7213 0.3167
O -1.1246 -3.2671 -0.0565
H -1.3723 -4.0976 0.3542
H -1.5784 -3.2792 -0.9049
O 3.4362 1.7788 0.8993
H 2.9311 2.3215 1.5329
H 4.1426 1.3749 1.4127
O -0.0753 2.8101 -2.0360
H -0.8220 3.0644 -1.4767
H -0.4057 2.0196 -2.4782
O -2.7984 -1.4809 -1.5823
H -2.3107 -0.9589 -0.9316
H -3.7075 -1.5039 -1.2629
O 2.5362 -3.5750 1.8284
H 2.0341 -3.7294 2.6351
H 1.8654 -3.6686 1.1340
O -0.9808 -0.6984 -3.5138
H -1.0753 -1.3405 -4.2310
H -1.8531 -0.8398 -3.0801
*
```

Atomic partial charges in e from the natural (NBO) method, atoms 1 to 4: number 1, N, carries -0.83; number 2, C, carries -0.23; number 3, C, carries -0.26; number 4, N, carries -0.62

=====

#ii
Density functional theory data (ωB97M-V/def2-TZVPD) for a 12-piece molecular cluster, C3H31N3O12 overall.

Results
**SMILES**: NCCNC(N)=O.O.O.O.O.O.O.O.O.O.O.O
**LUMO**: -0.0075 Eh

```
! RIJCOSX wB97M-V def2-TZVPD def2/J DEFGRID3
* xyz 0 1
N 2.3632 1.8290 -2.1306
C 1.7287 1.7331 -0.8493
C 1.9612 0.3933 -0.1780
N 1.2229 0.1918 1.0424
C 0.4200 -0.8578 1.4336
N 0.2505 -1.8805 0.5259
O 0.0450 -0.9346 2.6148
H 3.3441 1.8124 -1.9403
H 2.1407 1.1613 -2.8262
H 0.6775 2.0391 -0.9038
H 2.2271 2.4749 -0.2579
H 1.6155 -0.2507 -0.9590
H 3.0599 0.1510 -0.0701
H 1.0524 1.0071 1.5578
H -0.3985 -2.6088 0.7264
H 0.9213 -1.9861 -0.2513
O 3.4852 -0.1357 3.3471
H 3.4571 0.7921 2.9530
H 3.2077 -0.6937 2.5767
O -3.5717 1.5159 1.6049
H -2.7119 1.4843 2.1118
H -3.4915 2.3376 1.1149
O 0.7111 1.6917 3.5996
H 1.3286 2.1435 4.1727
H 0.6553 0.7344 3.7237
O -2.7670 -2.3486 1.7554
H -2.5654 -1.9065 2.5641
H -2.2426 -2.0015 1.0205
O -4.6994 -0.5837 -0.3982
H -4.6689 -1.3342 0.1811
H -4.3608 0.2244 0.0490
O 1.5766 -2.4533 -2.1630
H 0.8063 -1.8166 -2.5721
H 1.5760 -3.2846 -2.6068
O 0.8022 3.7767 1.6032
H 0.4860 3.2870 2.3755
H 1.7870 4.0496 1.8099
O -2.5417 1.1553 -3.6444
H -2.2764 2.0175 -3.2627
H -2.8126 0.6882 -2.9325
O -3.1289 -1.3912 -2.6967
H -3.7515 -1.2344 -1.9342
H -3.5944 -0.7946 -3.2239
O 2.9744 -2.8528 0.6191
H 3.2062 -2.5404 -0.3156
H 2.2876 -3.4778 0.4627
O -0.2926 -0.6626 -3.1948
H -1.1768 -0.8634 -3.5652
H -0.3249 0.2027 -2.6694
*
```

Atomic partial charges in e from the natural (NBO) method, atoms 1 to 4: number 1, N, carries -0.83; number 2, C, carries -0.22; number 3, C, carries -0.24; number 4, N, carries -0.66

=====

The energy of each structure relative to the most stable one, in kJ/mol, is as follows: #i 0.0; #ii 142.2.